C9H19B | ωB97M-V/def2-TZVPD

Geometry (Å):
B: 0.205 0.476 -0.460
C: -0.283 0.345 0.962
C: -1.411 -0.346 1.369
C: -0.559 1.309 -1.560
C: 0.475 1.114 2.026
C: -2.266 -1.207 0.404
C: -2.106 -0.282 2.715
C: 1.344 -1.430 -2.011
C: 2.724 0.597 -1.458
C: 1.567 -0.303 -0.935
H: -0.036 2.097 -2.092
H: -1.570 1.817 -1.389
H: -0.837 0.686 -2.411
H: 1.456 0.643 2.052
H: 0.189 0.978 3.101
H: 0.604 2.191 1.785
H: -2.256 -0.821 -0.628
H: -1.619 -2.169 0.298
H: -3.266 -1.460 0.734
H: -1.574 -0.071 3.660
H: -2.560 -1.389 2.827
H: -2.770 0.599 2.551
H: 0.803 -0.725 -2.805
H: 0.565 -2.141 -1.679
H: 2.263 -1.925 -2.187
H: 2.632 0.609 -2.487
H: 3.728 0.041 -1.323
H: 2.657 1.603 -1.025
H: 1.905 -0.836 -0.035

The calculation puts the HOMO energy at -8.22 eV. As for the SMILES: CB(C(C)=C(C)C)C(C)C. The max |F| is 0.0936 Eh/bohr. As for the orbital gap: 8.87 eV. Its molecular weight is 138.063 Da. Its energy above the lowest of the compared OMol25 structures with the same formula, charge and spin is 0.017 eV. As for the net charge: 0. The electronic energy comes out at -10315.3125 eV.

Atom charges from the natural (NBO) analysis, given in e for atoms 1 to 4: 1.024 -0.452 0.059 -1.064